C3H2N2O2 | the ωB97M-V functional and the def2-TZVPD basis

Summary:
- Relative energy (zero: lowest compared OMol25 entry of this formula, charge and spin): 71.2 kcal/mol
- Orbital gap: 11.01 eV
- Calculated total energy: -10215.1030 eV
- HOMO level: -11.2 eV

XYZ file:
```
9
Properties=species:S:1:pos:R:3:forces:R:3:lowdin_charge:R:1
O -1.2650 0.3119 -1.3806 -0.1 -0.3 0.5 0.08
C -1.5208 -0.3470 -0.4167 0.0 0.3 -0.4 -0.34
C 0.5802 1.9501 1.3014 0.4 -0.9 -0.6 0.11
N 0.9440 0.9949 0.7110 -0.4 0.8 0.5 -0.01
C 1.3598 -0.1134 0.0125 -0.1 -0.3 -0.1 -0.18
N 0.6582 -1.1438 -0.2396 0.4 0.4 0.0 0.10
O -0.6318 -1.0698 0.3150 -0.1 0.0 0.0 -0.05
H -2.5068 -0.4765 0.0488 0.1 0.0 -0.1 0.15
H 2.3821 -0.1063 -0.3518 -0.1 0.0 0.0 0.14
```
Positions in Å, forces in eV/Å.